Entry 1:
13
Properties=species:S:1:pos:R:3:forces:R:3 method="wB97M-V/def2-TZVPD" orbital_gap_ha=0.37415 homo_ev=-9.4 lumo_ev=0.75 relative_energy_kcal_mol=82.6
O 1.288369 -1.570966 -0.999453 -4.2 0.7 3.4
O 1.895635 0.344735 0.172639 -2.2 -1.9 -0.1
C -1.100033 0.744420 0.316021 -1.7 -2.3 1.0
C -1.035158 0.059312 1.390836 0.2 1.0 1.2
C -1.773149 1.623798 -0.576943 -2.6 -1.1 -1.0
C -0.517466 -0.666782 0.311055 5.0 1.8 -2.5
C 1.056633 -0.519166 -0.050610 -0.4 -0.8 -1.5
H 2.075010 -1.425310 -1.397809 4.3 0.8 -1.9
H -0.965483 2.078231 -0.980370 2.2 2.6 -1.9
H -2.479517 2.363683 -0.064230 0.8 -1.3 -1.1
H -2.117228 0.938385 -1.496730 -0.1 1.8 2.2
H -0.839153 -0.100141 2.374307 -0.5 0.2 2.9
H -0.930621 -1.494485 -0.162821 -0.8 -1.4 -0.7

Entry 2:
13
Properties=species:S:1:pos:R:3:forces:R:3 method="wB97M-V/def2-TZVPD" orbital_gap_ha=0.38433 homo_ev=-9.7 lumo_ev=0.77 relative_energy_kcal_mol=87.7
O -2.736059 -0.541493 0.138991 0.2 0.0 0.0
O 1.529125 0.223079 -1.064743 0.5 -0.2 -0.2
C -0.715121 0.943746 0.111536 -0.5 0.4 -0.5
C -1.566874 -0.328688 0.007229 -0.4 0.1 -0.1
C 0.481033 0.088062 -0.184181 -0.7 0.2 -0.2
C -0.355307 -1.215485 -0.302849 0.0 0.1 0.1
C 1.863461 0.377276 0.316041 -1.6 0.7 0.1
H -0.857709 1.676922 -0.668995 -0.6 0.4 -0.1
H -0.339053 -1.533298 -1.357697 -0.1 0.1 0.3
H -0.247117 -2.119013 0.312589 0.2 0.4 0.1
H 1.638982 -0.404518 1.003461 2.7 -1.5 0.8
H 2.063780 1.419324 0.579802 -0.1 -0.6 0.3
H -0.759142 1.414088 1.108812 0.2 -0.2 -0.4

Entry 3:
13
Properties=species:S:1:pos:R:3:forces:R:3 method="wB97M-V/def2-TZVPD" orbital_gap_ha=0.39563 homo_ev=-10.0 lumo_ev=0.79 relative_energy_kcal_mol=69.4
O -1.848357 -0.084604 0.756782 0.1 0.0 0.3
O 0.632217 1.872253 0.723722 -0.6 0.7 -0.3
C 1.249487 -0.379210 0.021033 0.4 -1.2 -0.3
C -1.122001 -0.697585 -0.274458 -0.1 -0.2 -0.2
C 0.111279 0.138971 -0.762284 0.3 -0.1 0.4
C 2.027335 -0.911647 0.768097 -0.1 0.2 -0.4
C 0.109951 1.601604 -0.329107 0.2 0.3 0.6
H -0.278046 2.411301 -0.967811 -0.3 -0.3 -0.1
H 2.766182 -1.335029 1.407309 -0.1 0.0 0.0
H -1.825344 -0.893299 -1.086739 0.1 0.2 0.0
H -0.700738 -1.659483 0.045290 -0.3 0.1 -0.1
H -1.307226 -0.103391 1.557517 -0.1 0.1 -0.1
H 0.185263 0.040124 -1.859348 0.3 0.0 0.5

Entry 4:
13
Properties=species:S:1:pos:R:3:forces:R:3 method="wB97M-V/def2-TZVPD" orbital_gap_ha=0.36458 homo_ev=-8.9 lumo_ev=0.98 relative_energy_kcal_mol=56.7
O -1.234504 0.051690 0.395642 0.1 0.1 0.1
O 0.308981 -1.954219 1.110378 -0.2 -0.2 -0.5
C -0.132478 0.775228 -0.021973 0.2 0.1 0.0
C 0.499874 1.760249 0.891561 -0.1 0.0 -0.1
C -0.911246 -0.877915 -0.656303 -0.2 -0.2 -0.1
C -0.061719 -1.973132 -0.035388 0.1 -0.1 0.3
C 0.118821 0.111114 -1.163183 0.2 0.1 0.1
H -1.776757 -1.195534 -1.246680 0.2 0.0 0.1
H 1.563453 1.517259 1.001696 -0.2 0.2 -0.1
H 0.020932 1.678508 1.873153 0.1 0.1 -0.2
H 0.392190 2.772455 0.495382 0.1 0.0 0.2
H 0.303312 -2.737614 -0.744021 -0.1 -0.1 0.0
H 0.909142 0.071909 -1.900265 -0.2 0.1 0.2

Entry 5:
13
Properties=species:S:1:pos:R:3:forces:R:3 method="wB97M-V/def2-TZVPD" orbital_gap_ha="0.27657 / 0.27071" homo_ev="-7.3 / -7.9" lumo_ev="0.23 / -0.56" relative_energy_kcal_mol=106.9
O -0.517221 -1.872547 -0.037929 -0.4 -0.1 -0.3
O -0.214457 1.714420 0.254909 -0.7 -0.4 0.2
C -0.014241 -0.593307 -0.010410 -2.1 -0.4 0.9
C -2.237132 0.491112 -0.138866 -0.3 -0.5 0.3
C 1.278795 -0.394711 0.044344 1.6 0.2 -0.2
C -0.924181 0.519509 0.117348 0.1 0.9 -0.9
C 2.576062 -0.288341 0.008097 1.1 0.1 0.0
H -2.841208 1.389335 -0.149173 0.1 0.0 0.0
H 0.221224 -2.479220 0.137036 -0.3 0.3 -0.2
H -2.737893 -0.453837 -0.327002 0.2 0.2 0.1
H 3.042377 0.688439 -0.044832 0.3 0.1 -0.3
H 3.207006 -1.168302 0.011793 0.4 0.0 0.3
H -0.839132 2.447449 0.134686 0.2 -0.3 0.1

Entry 6:
13
Properties=species:S:1:pos:R:3:forces:R:3 method="wB97M-V/def2-TZVPD" orbital_gap_ha=0.37370 homo_ev=-10.2 lumo_ev=-0.05 relative_energy_kcal_mol=75.1
O -1.591281 1.055226 -1.443606 -0.1 0.4 0.5
O 0.057868 -1.163656 -1.250359 -0.2 0.0 -0.1
C -0.537117 -0.017196 1.278387 -0.3 0.5 -0.4
C 0.630933 -0.872773 1.119823 0.0 0.0 0.0
C -1.329902 1.565987 -0.369703 -0.3 0.0 -0.3
C -1.327857 0.818962 0.875437 0.4 -0.4 0.1
C 0.960748 -0.555501 -0.383198 0.3 0.1 0.1
H 0.932320 0.539605 -0.486270 0.3 -0.2 -0.1
H -0.700334 -0.562744 -1.400830 0.3 -0.3 0.0
H 1.452190 -0.581394 1.783211 -0.1 -0.1 -0.1
H 0.422834 -1.940417 1.228756 0.0 0.2 0.0
H -0.944003 2.597985 -0.323641 -0.2 0.0 0.1
H 1.973600 -0.884083 -0.628007 -0.1 -0.2 0.1

Entry 7:
13
Properties=species:S:1:pos:R:3:forces:R:3 method="wB97M-V/def2-TZVPD" orbital_gap_ha=0.38461 homo_ev=-9.9 lumo_ev=0.59 relative_energy_kcal_mol=55.2
O 1.795579 -1.153557 -1.485824 2.2 -0.5 -0.4
O 0.946736 0.823200 2.089897 1.9 -2.1 -1.8
C 0.240623 -0.114726 -0.077313 1.6 0.5 2.3
C -1.185894 -0.316568 0.374307 -3.5 -2.1 -0.9
C -0.790877 1.000918 -0.182692 -0.4 0.3 0.4
C 1.367651 0.129538 1.160999 -4.4 2.0 -0.8
C 0.691082 -0.775324 -1.316181 -2.1 -0.1 0.2
H -0.715049 1.706439 0.647030 0.3 0.3 -0.7
H -1.537799 -0.463179 1.468908 1.2 0.5 -1.9
H 2.371748 -0.228263 0.945308 0.3 -0.1 0.5
H -1.149838 1.350343 -1.182444 0.4 -0.4 1.1
H -1.935707 -0.954400 -0.352032 2.3 1.4 1.8
H -0.098255 -1.004420 -2.089962 0.2 0.4 0.4

Entry 8:
13
Properties=species:S:1:pos:R:3:forces:R:3 method="wB97M-V/def2-TZVPD" orbital_gap_ha=0.37493 homo_ev=-9.7 lumo_ev=0.50 relative_energy_kcal_mol=73.7
O -2.205516 1.365214 -0.692052 -0.2 -1.0 0.8
O 2.480169 0.599804 -1.281193 -0.1 0.3 -0.1
C -0.351566 -0.441626 0.687767 0.7 0.2 -0.2
C -2.031706 0.183955 -0.547521 -0.5 -0.1 0.5
C 0.682071 -0.105254 0.170654 0.0 -0.4 0.7
C 2.105261 0.081101 -0.030649 0.3 -0.2 0.3
C -1.768254 -0.613799 0.864824 -0.2 0.4 -0.4
H -2.094480 -0.160195 1.813896 -0.3 0.3 -0.7
H 2.455740 0.703637 0.802739 0.2 -0.1 -0.1
H 2.537898 -0.915125 0.069787 0.4 0.2 -0.1
H -1.987905 -1.697439 0.952430 -0.3 0.6 -0.7
H 2.026767 1.446903 -1.372070 0.1 -0.1 -0.2
H -1.848483 -0.447170 -1.438609 -0.1 -0.2 0.3

Entry 9:
13
Properties=species:S:1:pos:R:3:forces:R:3 method="wB97M-V/def2-TZVPD" orbital_gap_ha=0.40113 homo_ev=-10.2 lumo_ev=0.71 relative_energy_kcal_mol=64.9
O 2.203152 0.256206 0.841974 -0.1 -0.3 -0.6
O 0.844084 -0.609597 -0.767815 0.1 -0.2 0.0
C -1.514577 -1.029359 -0.282685 0.0 -0.1 -0.1
C -0.516872 1.268090 -0.254009 0.5 0.3 1.2
C 2.029274 -0.300042 -0.210857 0.1 0.1 0.2
C -0.306392 -0.176574 -0.023479 -0.1 -0.3 0.1
C -0.235609 2.228830 0.415098 -0.1 0.2 -0.4
H 0.131304 2.894432 1.147227 -0.1 0.8 -0.1
H 2.833801 -0.653915 -0.871346 -0.1 0.1 0.1
H -1.740068 -1.054081 -1.349656 -0.1 -0.1 0.1
H -1.350974 -2.039219 0.100859 -0.1 0.1 -0.1
H -0.026332 -0.223839 1.030753 -0.1 -0.2 -0.1
H -2.354325 -0.567474 0.254883 0.2 -0.2 -0.2

Entry 10:
13
Properties=species:S:1:pos:R:3:forces:R:3 method="wB97M-V/def2-TZVPD" orbital_gap_ha=0.33016 homo_ev=-9.0 lumo_ev=-0.05 relative_energy_kcal_mol=101.4
O 0.232393 -2.305555 -0.841841 -0.1 0.5 0.1
O -1.123978 0.869695 -0.278582 0.0 0.0 0.0
C 1.101441 -0.023232 -0.576517 -0.2 0.1 -0.1
C 0.268803 1.063898 -0.104356 0.2 0.1 -0.1
C 0.863966 0.455914 1.201637 0.0 0.1 0.2
C 0.038082 -1.119997 -0.745486 0.0 -0.4 0.0
C -1.330396 -0.435526 -0.789335 0.0 -0.2 0.0
H 0.515779 2.109443 -0.272103 0.0 -0.2 0.0
H -1.714655 -0.389815 -1.817937 0.1 0.0 0.1
H 1.576800 1.119986 1.686405 -0.1 -0.1 -0.1
H -2.047822 -0.987017 -0.172386 0.1 0.0 -0.1
H 1.544707 -0.412782 0.873160 0.0 -0.1 0.0
H 0.074879 0.054987 1.837340 0.1 0.1 -0.1

Entry 11:
13
Properties=species:S:1:pos:R:3:forces:R:3 method="wB97M-V/def2-TZVPD" orbital_gap_ha="0.32262 / 0.32264" homo_ev="-8.0 / -8.0" lumo_ev="0.73 / 0.73" relative_energy_kcal_mol=86.4
O -0.917472 -0.213995 2.058540 0.2 0.0 -0.5
O -0.657789 -0.677475 -1.406803 -0.1 0.8 -0.1
C -1.464024 -0.798142 -0.239667 -0.1 0.1 0.0
C 1.069675 1.382656 0.265715 -0.4 -0.3 -0.8
C 0.818917 -0.087205 0.328792 0.5 -1.3 0.4
C -0.572172 -0.336623 0.913794 -0.2 -0.4 0.5
C 0.511743 -0.045320 -1.076158 0.1 0.9 0.0
H 1.233400 -0.114692 -1.885804 0.0 0.4 0.3
H 1.497516 -0.930175 0.557116 0.3 0.6 1.0
H 2.012115 1.797692 -0.093811 -0.2 -0.5 -0.1
H -2.343919 -0.163546 -0.373201 0.0 0.0 0.3
H -1.786070 -1.837097 -0.086981 0.1 0.2 -0.1
H 0.598083 2.023922 1.038467 -0.2 -0.5 -0.9

Entry 12:
13
Properties=species:S:1:pos:R:3:forces:R:3 method="wB97M-V/def2-TZVPD" orbital_gap_ha=0.33431 homo_ev=-8.5 lumo_ev=0.61 relative_energy_kcal_mol=69.4
O -0.107786 -0.144847 -1.791306 0.3 -0.2 0.1
O -2.074445 0.224678 1.188894 0.2 0.0 -0.2
C 1.086131 -0.525265 -1.424457 -0.2 0.1 0.3
C -1.101347 0.500223 -0.945324 -0.2 0.1 0.1
C 1.396295 -0.289714 0.042173 0.0 0.0 0.0
C -1.072543 0.127322 0.522066 0.0 0.0 0.0
C 0.252609 -0.334691 1.069546 0.0 -0.2 0.1
H -2.068558 0.234600 -1.372378 0.1 0.1 0.1
H 2.189530 -0.995940 0.319644 -0.2 0.2 -0.1
H -0.963925 1.584282 -1.042804 0.0 -0.2 0.0
H 0.103842 -1.359341 1.442597 0.0 0.2 -0.1
H 0.474654 0.277736 1.953907 0.0 -0.1 -0.2
H 1.885543 0.700957 0.037444 -0.1 -0.1 -0.1